1.
The following is a quantum chemistry calculation of a structure of composition C6H12N2O4 in a non-equilibrium geometry, from OMol25.

XYZ file:
```
24
Properties=species:S:1:pos:R:3
C -1.74 0.17 -0.70
C -0.36 -1.93 -0.14
C -0.88 -0.41 1.66
C 0.44 1.92 0.24
C -0.55 -0.40 0.12
C 0.72 0.46 -0.02
N 1.24 0.33 -1.82
N 2.01 -0.06 0.60
O 1.59 -0.76 -2.17
O 1.18 1.39 -2.39
O 2.26 -1.23 0.64
O 2.83 0.84 0.92
H -1.98 1.26 -0.60
H -1.20 0.14 -1.67
H -2.63 -0.41 -0.82
H 0.60 -2.36 0.18
H -1.16 -2.36 0.37
H -0.54 -2.12 -1.16
H -1.28 0.48 2.04
H 0.12 -0.71 2.16
H -1.64 -1.13 1.80
H -0.52 2.06 0.66
H 1.12 2.47 0.82
H 0.39 2.35 -0.74
```

Its spin multiplicity is 1. Its total charge is 0. The LUMO energy comes out at -0.7 eV. The value obtained for the relative energy (zero: lowest compared OMol25 entry of this formula, charge and spin) is 788.3 kJ/mol.

Results of the Mulliken charge analysis, in e, for atoms 1 through 6: C -1.572; C -1.737; C -1.549; C -1.672; C 1.062; C 0.873

2.
The following is a quantum chemistry calculation of a cluster of 4 separate species, C45H92BN6O14S2 in total in a non-equilibrium geometry, from OMol25.

XYZ file:
```
160
Properties=species:S:1:pos:R:3
C 2.19 -2.28 5.12
C 3.31 -3.37 4.65
C 4.30 -2.67 3.58
C 4.22 -3.26 2.09
C 2.73 -3.69 1.62
C 2.51 -3.11 0.14
C 1.72 -4.08 -0.87
C 0.50 -3.26 -1.55
C 0.75 -1.89 -2.30
C 2.20 -1.24 -2.48
O 2.95 -1.64 -3.41
O 2.60 -0.25 -1.54
C 3.09 0.93 -2.26
O 2.40 2.07 -1.71
C 3.30 3.14 -1.35
O 2.81 4.45 -1.77
C 2.72 5.35 -0.64
C 4.13 5.92 -0.12
O 4.38 5.53 1.27
C -0.45 -1.08 -2.91
B -0.17 0.37 -3.64
O 0.32 0.37 -4.99
O -0.41 1.62 -2.94
C -1.85 -1.72 -2.78
N -2.07 -2.99 -2.11
C -3.52 -3.44 -2.05
C -3.96 -3.27 -0.49
C -5.51 -2.90 -0.30
S -5.76 -2.65 1.55
C -5.81 -0.79 1.86
S -4.41 0.09 2.18
N -7.16 -0.18 1.83
C -7.67 0.13 3.20
C -7.18 1.54 3.79
O -7.32 2.65 2.86
C -7.94 2.26 1.62
C -7.25 0.98 0.90
C -0.99 -3.77 -1.51
C -1.30 -5.17 -0.82
N -1.42 -5.12 0.67
C -1.99 -6.47 1.05
H 2.49 -1.21 4.90
H 1.23 -2.55 4.57
H 2.03 -2.34 6.26
H 3.95 -3.56 5.59
H 2.86 -4.35 4.28
H 5.38 -2.86 3.95
H 4.19 -1.52 3.60
H 4.96 -4.14 1.96
H 4.63 -2.43 1.39
H 1.93 -3.18 2.29
H 2.59 -4.82 1.72
H 3.49 -2.80 -0.39
H 1.88 -2.14 0.24
H 1.35 -5.06 -0.40
H 2.42 -4.36 -1.75
H 2.81 0.89 -3.38
H 4.22 0.95 -2.15
H 3.39 3.18 -0.20
H 4.36 3.05 -1.78
H 2.11 6.26 -1.01
H 2.11 4.91 0.24
H 4.08 7.07 -0.11
H 5.02 5.64 -0.78
H 3.85 6.11 1.86
H 0.21 -0.58 -5.28
H -1.06 2.10 -3.50
H -2.74 -1.16 -3.21
H -4.15 -2.71 -2.67
H -3.62 -4.52 -2.42
H -3.73 -4.22 0.09
H -3.34 -2.39 -0.06
H -5.80 -1.97 -0.89
H -6.21 -3.78 -0.58
H -7.40 -0.73 3.92
H -8.82 0.14 3.14
H -7.78 1.78 4.76
H -6.09 1.41 4.13
H -9.08 2.06 1.70
H -7.83 3.13 0.88
H -6.27 1.25 0.37
H -7.99 0.67 0.06
H -0.44 -5.89 -1.13
H -2.26 -5.66 -1.23
H -0.45 -5.10 1.03
H -1.69 -6.80 2.10
H -1.61 -7.29 0.33
H -3.13 -6.49 0.98
C -9.99 1.82 7.39
O -8.81 1.22 7.90
C -7.63 1.99 7.67
C -7.10 2.57 8.99
N -7.99 3.62 9.50
C -7.69 4.02 10.88
C -7.84 2.96 11.98
O -9.18 2.55 12.22
C -9.65 1.54 11.34
H -10.79 1.08 7.45
H -10.27 2.69 7.99
H -9.86 2.11 6.34
H -7.79 2.78 6.93
H -6.88 1.31 7.28
H -6.11 2.99 8.82
H -7.01 1.74 9.70
H -8.94 3.29 9.47
H -8.37 4.85 11.11
H -6.67 4.43 10.91
H -7.50 3.42 12.92
H -7.19 2.09 11.83
H -8.86 0.86 11.02
H -10.14 1.99 10.47
H -10.41 0.96 11.87
C 8.07 -2.46 0.07
O 7.41 -3.27 -0.90
C 6.20 -2.71 -1.39
C 6.35 -2.27 -2.84
N 7.22 -1.10 -2.96
C 7.63 -0.79 -4.34
C 8.46 -1.85 -5.08
O 9.77 -2.02 -4.56
C 9.86 -2.91 -3.46
H 8.88 -3.04 0.51
H 8.50 -1.57 -0.40
H 7.38 -2.17 0.87
H 5.85 -1.88 -0.75
H 5.45 -3.50 -1.34
H 5.37 -2.02 -3.25
H 6.75 -3.12 -3.40
H 8.06 -1.26 -2.41
H 8.21 0.13 -4.29
H 6.73 -0.57 -4.92
H 8.60 -1.48 -6.11
H 7.95 -2.81 -5.18
H 9.12 -3.71 -3.51
H 9.77 -2.35 -2.52
H 10.85 -3.36 -3.46
C 3.24 0.76 -8.99
O 2.05 1.47 -8.67
C 1.87 1.67 -7.27
C 2.06 3.15 -6.90
N 3.46 3.55 -7.02
C 3.67 4.99 -6.95
C 3.04 5.86 -8.04
O 3.61 5.68 -9.34
C 3.08 4.58 -10.06
H 3.20 0.50 -10.05
H 4.13 1.37 -8.82
H 3.30 -0.17 -8.41
H 2.52 1.02 -6.67
H 0.84 1.40 -7.05
H 1.73 3.31 -5.87
H 1.42 3.74 -7.57
H 3.83 3.22 -7.91
H 4.76 5.15 -6.98
H 3.34 5.35 -5.97
H 3.24 6.91 -7.78
H 1.95 5.77 -8.08
H 2.03 4.39 -9.83
H 3.68 3.69 -9.88
H 3.16 4.81 -11.13
```

Its spin multiplicity is 1. Its total charge is +1. The LUMO energy comes out at -4.4 eV.

Results of the Mulliken charge analysis, in e, for atoms 1 through 6: C -0.945; C -0.341; C -0.845; C -0.195; C -0.335; C 0.394

3.
The following is a quantum chemistry calculation of a cluster of 2 separate species, C2H8N2O2 in total in a non-equilibrium geometry, from OMol25.

XYZ file:
```
14
Properties=species:S:1:pos:R:3
C 1.11 -1.94 0.06
C -0.35 0.57 -0.59
N -0.49 2.20 1.01
N -1.11 1.26 0.27
O -1.03 -0.16 -1.52
O 0.39 -0.96 0.70
H 1.51 -1.57 -0.97
H 0.71 -2.97 -0.03
H 2.08 -2.00 0.57
H 0.68 0.94 -0.91
H -0.24 2.96 0.34
H 0.29 1.65 1.37
H -1.72 0.59 0.78
H -1.81 -0.57 -1.07
```

Its spin multiplicity is 1. Its total charge is 0. The LUMO energy comes out at 0.7 eV. The value obtained for the relative energy (zero: lowest compared OMol25 entry of this formula, charge and spin) is 478.3 kJ/mol.

Results of the Mulliken charge analysis, in e, for atoms 1 through 6: C -0.617; C 0.038; N -0.612; N -0.080; O -0.394; O -0.587

4.
The following is a quantum chemistry calculation of a structure of composition C52H65As2N6S5Ti in a non-equilibrium geometry, from OMol25.

XYZ file:
```
131
Properties=species:S:1:pos:R:3
Ti 0.32 -0.03 -0.38
C 3.93 -0.37 -0.51
C 3.86 0.73 0.55
As 2.18 0.61 1.60
C 2.65 -0.89 2.79
C 3.92 -1.43 2.91
C 4.15 -2.50 3.77
C 3.12 -3.04 4.51
C 1.86 -2.48 4.43
C 1.63 -1.40 3.59
C 2.66 2.07 2.86
C 2.62 1.88 4.23
C 3.02 2.89 5.10
C 3.43 4.11 4.59
C 3.46 4.32 3.22
C 3.07 3.31 2.36
As 2.43 -0.19 -1.79
C 2.62 1.73 -2.08
C 3.68 2.34 -2.75
C 3.80 3.72 -2.72
C 2.88 4.49 -2.03
C 1.81 3.89 -1.37
C 1.69 2.52 -1.39
C 3.19 -1.06 -3.36
C 3.74 -2.33 -3.20
C 4.28 -2.99 -4.29
C 4.26 -2.39 -5.55
C 3.69 -1.14 -5.71
C 3.15 -0.47 -4.62
H 3.84 -1.36 -0.03
H 4.89 -0.33 -1.04
H 3.91 1.72 0.07
H 4.71 0.67 1.24
H 4.77 -1.03 2.36
H 5.15 -2.90 3.86
H 3.30 -3.89 5.16
H 1.05 -2.86 5.03
H 0.65 -0.93 3.56
H 2.32 0.91 4.63
H 3.03 2.71 6.16
H 3.74 4.90 5.26
H 3.81 5.26 2.83
H 3.11 3.48 1.29
H 4.41 1.73 -3.27
H 4.64 4.20 -3.21
H 2.98 5.57 -2.00
H 1.10 4.50 -0.84
H 0.86 2.01 -0.85
H 3.75 -2.80 -2.22
H 4.71 -3.97 -4.16
H 4.67 -2.91 -6.40
H 3.67 -0.68 -6.68
H 2.72 0.51 -4.75
C -4.04 0.83 -2.94
C -2.91 1.84 -2.95
S -1.30 1.32 -2.22
C -0.38 0.77 -3.70
C -0.40 -0.73 -3.96
S -0.37 -1.73 -2.42
C -1.95 -2.64 -2.57
C -3.17 -1.79 -2.30
S -3.68 -0.77 -3.75
H -4.87 1.25 -3.53
H -4.39 0.62 -1.93
H -3.19 2.70 -2.34
H -2.67 2.16 -3.96
H 0.65 1.12 -3.55
H -0.81 1.30 -4.56
H 0.47 -1.03 -4.55
H -1.31 -1.01 -4.48
H -1.87 -3.43 -1.82
H -1.98 -3.09 -3.57
H -2.97 -1.11 -1.47
H -4.02 -2.43 -2.06
C -2.80 4.33 2.99
C -2.64 3.17 1.98
N -1.28 2.65 2.03
C -1.04 2.09 3.35
C -1.22 3.18 4.43
N -1.54 4.46 3.74
C -0.43 4.82 2.83
C -0.35 3.72 1.74
H -3.62 4.14 3.69
H -3.00 5.27 2.48
H -2.84 3.50 0.96
H -3.32 2.35 2.21
H -0.02 1.67 3.38
H -1.75 1.27 3.50
H -0.31 3.32 5.02
H -2.04 2.94 5.12
H -1.64 5.20 4.44
H 0.50 4.88 3.39
H -0.63 5.80 2.40
H 0.66 3.31 1.70
H -0.62 4.12 0.76
S -0.17 -5.44 3.10
C -0.17 -4.00 2.12
C 0.71 -3.96 1.02
C 0.86 -2.79 0.32
N 0.18 -1.66 0.61
C -0.70 -1.72 1.63
C -0.92 -2.84 2.38
C -1.38 -5.02 4.36
C -2.72 -4.90 4.02
C -3.61 -4.54 5.03
N -3.23 -4.33 6.28
C -1.96 -4.49 6.60
C -0.98 -4.83 5.67
H 1.29 -4.83 0.76
H 1.54 -2.74 -0.54
H -1.24 -0.79 1.84
H -1.62 -2.82 3.20
H -3.05 -5.07 3.01
H -4.66 -4.44 4.83
H -1.71 -4.33 7.64
H 0.05 -4.96 5.97
S -3.13 0.25 0.58
C -4.78 -0.13 0.55
N -5.67 0.85 0.40
C -7.10 0.63 0.36
C -7.36 -0.76 -0.22
C -6.60 -1.77 0.63
N -5.20 -1.39 0.68
H -5.31 1.79 0.32
H -7.55 1.41 -0.26
H -7.52 0.71 1.36
H -6.99 -0.80 -1.24
H -8.42 -0.98 -0.22
H -6.67 -2.77 0.20
H -7.02 -1.80 1.64
H -4.51 -2.11 0.81
```

Its spin multiplicity is 3. Its total charge is +3. The LUMO energy (spin up / spin down) comes out at -7.0 / -6.8 eV. The value obtained for the relative energy (zero: lowest compared OMol25 entry of this formula, charge and spin) is 0.0 kJ/mol.

Results of the Mulliken charge analysis, in e, for atoms 1 through 6: Ti 1.013; C -1.074; C -2.147; As 1.808; C 0.077; C -0.491

One value per record, in order, for electronic energy: -646.0362, -3972.2178, -340.8483, -9660.1579 hartree.